1.
Here is C30H44N5OPRu as an isolated structure from OMol25. Energies are from ωB97M-V with the def2-TZVPD basis set.

Last column: Löwdin charge in e.
CARTESIAN COORDINATES (ANGSTROEM)
Ru (-1.7497, 0.0371, 0.6886)  1.139
N (-3.2349, -1.1635, -0.5751)  -0.063
C (-3.6977, -2.2396, 0.3218)  -0.246
C (-3.8271, -1.7175, 1.7358)  -0.213
N (-2.5053, -1.1948, 2.1703)  -0.100
H (-3.9908, -0.5706, -0.9006)  0.098
H (-2.7773, -1.5822, -1.3760)  0.079
H (-2.9153, -2.9993, 0.3069)  0.107
H (-4.6312, -2.6983, -0.0080)  0.119
H (-4.1713, -2.5112, 2.4014)  0.121
H (-4.5395, -0.8925, 1.7893)  0.117
H (-1.8445, -1.9653, 2.2679)  0.068
H (-2.5814, -0.7305, 3.0710)  0.099
N (-0.6428, -1.5168, 0.4149)  -0.363
P (0.9055, -1.6814, 0.1390)  0.806
C (1.9461, -1.9253, 1.6002)  -0.328
C (1.3509, -2.2367, 2.8174)  -0.094
C (2.1286, -2.4234, 3.9510)  -0.068
C (3.5079, -2.2993, 3.8686)  -0.067
C (4.1096, -1.9939, 2.6545)  -0.061
C (3.3322, -1.8068, 1.5216)  -0.073
C (1.7560, -0.3806, -0.8216)  -0.294
C (1.4999, 0.9597, -0.5312)  -0.093
C (2.1065, 1.9675, -1.2660)  -0.076
C (2.9721, 1.6521, -2.3035)  -0.076
C (3.2417, 0.3219, -2.5953)  -0.068
C (2.6416, -0.6887, -1.8558)  -0.089
C (1.1156, -3.1852, -0.8424)  -0.299
C (1.7663, -4.3113, -0.3517)  -0.062
C (1.8393, -5.4660, -1.1233)  -0.066
C (1.2660, -5.4976, -2.3837)  -0.072
C (0.6110, -4.3752, -2.8797)  -0.072
C (0.5335, -3.2268, -2.1110)  -0.097
H (0.2739, -2.3232, 2.8702)  0.083
H (1.6602, -2.6626, 4.8968)  0.108
H (4.1171, -2.4386, 4.7521)  0.109
H (5.1853, -1.8959, 2.5919)  0.110
H (3.8068, -1.5545, 0.5809)  0.109
H (0.8299, 1.2228, 0.2769)  0.063
H (1.9069, 3.0027, -1.0173)  0.106
H (3.4489, 2.4389, -2.8747)  0.110
H (3.9258, 0.0685, -3.3948)  0.110
H (2.8581, -1.7220, -2.0953)  0.108
H (2.2189, -4.2938, 0.6312)  0.104
H (2.3468, -6.3393, -0.7353)  0.109
H (1.3265, -6.3963, -2.9834)  0.109
H (0.1645, -4.3989, -3.8654)  0.107
H (0.0223, -2.3517, -2.4975)  0.095
C (-2.7121, 4.3079, -0.4432)  -0.016
N (-1.9506, 3.7453, -1.5481)  -0.070
C (-1.5889, 4.6670, -2.6190)  -0.142
C (-0.3136, 4.2064, -3.2868)  -0.143
C (-0.4887, 2.7736, -3.7331)  -0.145
N (-0.9507, 1.9398, -2.6282)  -0.061
C (-0.7736, 0.5136, -2.8280)  -0.035
C (-1.6559, 2.4264, -1.5816)  -0.436
O (-2.0572, 1.6871, -0.6466)  -0.135
H (-2.1186, 5.0643, 0.0735)  0.098
H (-2.9772, 3.5254, 0.2574)  0.077
H (-3.6220, 4.7776, -0.8213)  0.099
H (-1.4599, 5.6528, -2.1727)  0.128
H (-2.4049, 4.7415, -3.3457)  0.135
H (0.5148, 4.2755, -2.5787)  0.111
H (-0.0787, 4.8392, -4.1417)  0.126
H (0.4580, 2.3567, -4.0808)  0.122
H (-1.2003, 2.7135, -4.5644)  0.135
H (0.2783, 0.3049, -3.0307)  0.081
H (-1.3710, 0.1725, -3.6791)  0.105
H (-1.0598, -0.0340, -1.9356)  0.037
C (-0.6212, 2.4878, 4.2495)  -0.092
C (-0.3346, 1.3330, 3.2881)  -0.508
C (1.1590, 1.2843, 2.9940)  -0.086
C (-1.1643, 1.4890, 2.0102)  -0.303
H (-0.0400, 2.3930, 5.1691)  0.079
H (-1.6786, 2.5334, 4.5189)  0.074
H (-0.3563, 3.4415, 3.7843)  0.082
H (-0.6222, 0.4034, 3.8001)  0.111
H (1.4765, 2.2243, 2.5298)  0.087
H (1.4201, 0.4724, 2.3216)  0.037
H (1.7384, 1.1583, 3.9109)  0.086
H (-0.8465, 2.4064, 1.4942)  0.051
H (-2.2113, 1.7022, 2.3323)  0.059

Forces on the atoms, in the same order (eV/Å):
-0.268 0.023 0.069
-0.018 -0.050 0.209
0.101 -0.039 -0.064
0.119 0.072 0.164
-0.240 0.035 0.081
-0.060 -0.097 -0.037
0.013 0.129 -0.070
-0.039 -0.047 -0.014
-0.028 0.030 0.014
-0.032 -0.003 0.005
-0.035 -0.023 -0.016
0.079 0.029 -0.143
-0.016 -0.022 -0.001
0.374 0.326 0.166
-0.142 -0.046 -0.286
-0.026 0.068 0.044
0.031 -0.035 0.005
-0.021 -0.003 -0.027
0.010 0.002 0.001
-0.003 -0.001 -0.016
0.003 0.031 0.046
0.043 -0.024 0.023
0.052 0.003 0.048
-0.017 -0.014 0.034
0.011 -0.006 -0.018
0.001 -0.021 0.015
-0.027 -0.002 0.000
-0.007 -0.044 -0.005
0.011 0.012 -0.056
0.003 0.015 0.012
0.002 -0.012 0.001
-0.008 0.037 0.009
0.005 -0.059 0.008
-0.017 -0.003 0.004
0.002 0.004 -0.003
-0.003 -0.002 -0.003
-0.003 0.000 0.000
-0.002 0.003 0.005
-0.051 -0.032 -0.011
0.006 -0.001 0.005
-0.002 0.000 0.003
-0.004 -0.001 0.002
0.006 0.001 -0.001
-0.001 -0.001 0.004
-0.004 0.002 -0.002
0.001 0.006 0.002
0.002 -0.003 0.003
-0.003 0.003 0.008
0.010 -0.001 -0.030
0.042 0.026 0.051
-0.033 -0.018 0.031
0.033 0.015 0.000
0.005 -0.031 0.028
-0.025 0.006 0.001
-0.003 0.028 0.004
-0.053 0.101 -0.027
0.208 -0.207 -0.277
0.001 0.004 -0.004
0.002 0.004 0.004
-0.007 -0.005 0.002
0.002 0.005 0.004
-0.008 -0.001 0.001
0.001 -0.001 -0.010
-0.014 0.001 -0.002
0.011 -0.001 0.012
-0.001 -0.007 -0.005
-0.023 0.023 -0.032
-0.027 -0.004 0.006
-0.010 -0.012 0.017
-0.035 0.007 0.048
-0.143 0.006 0.020
0.006 0.085 0.007
0.153 -0.087 0.239
-0.007 0.007 -0.003
0.011 -0.005 0.008
0.003 -0.015 0.000
0.063 -0.047 -0.063
-0.004 -0.018 0.008
0.010 -0.050 -0.019
-0.007 -0.003 -0.004
0.096 -0.081 -0.086
-0.055 0.032 -0.145

Computed properties:
* frontier orbital gap (spin up / spin down): 0.300 / 0.287 Eh
* molecular weight: 622.8 g/mol
* spin multiplicity: 2
* total charge: +1
* DFT total energy: -1954.6367 a.u.
* <S²>: 0.76
* ΔE to the lowest compared entry with this formula, charge and spin: 2.45 kcal/mol

2.
Here is a 9-piece molecular cluster, C36H63N9 overall in a non-equilibrium geometry from OMol25. Energies are from ωB97M-V with the def2-TZVPD basis set.

Last column: Löwdin charge in e.
CARTESIAN COORDINATES (ANGSTROEM)
C (-3.7699, -5.6105, -3.0112)  -0.108
C (-2.6556, -4.7222, -2.4445)  -0.259
C (-3.1148, -3.9551, -1.2089)  -0.207
C (-3.3379, -4.7513, 0.0030)  -0.229
N (-3.5272, -5.3540, 0.9630)  0.147
H (-4.1086, -6.3323, -2.2646)  0.071
H (-3.4390, -6.1733, -3.8844)  0.070
H (-4.6142, -5.0026, -3.3389)  0.074
H (-2.4623, -3.9784, -3.2205)  0.110
H (-1.7325, -5.2762, -2.2873)  0.094
H (-4.0522, -3.4648, -1.4787)  0.118
H (-2.3912, -3.2030, -0.8973)  0.079
C (0.1115, -0.6753, -1.3994)  -0.100
C (0.7262, 0.2507, -0.3537)  -0.236
C (-0.3246, 1.1119, 0.3511)  -0.172
C (-1.0262, 2.0473, -0.5505)  -0.206
N (-1.5539, 2.7669, -1.2748)  0.183
H (0.8780, -1.2274, -1.9509)  0.059
H (-0.4448, -0.0955, -2.1354)  0.070
H (-0.4842, -1.4730, -0.9610)  0.035
H (1.4817, 0.9055, -0.7872)  0.078
H (1.1920, -0.3130, 0.4575)  0.091
H (0.1171, 1.7930, 1.0846)  0.095
H (-1.0906, 0.5248, 0.8547)  0.096
C (-3.4835, 1.2858, 1.9199)  -0.107
C (-4.2862, 1.6618, 3.1661)  -0.249
C (-5.3223, 2.7390, 2.9010)  -0.180
C (-4.7042, 4.0341, 2.5784)  -0.202
N (-4.1869, 5.0190, 2.3053)  0.178
H (-2.9254, 2.1823, 1.6285)  0.041
H (-4.1658, 1.0505, 1.1059)  0.063
H (-2.7438, 0.5083, 2.0883)  0.066
H (-3.5648, 1.9663, 3.9272)  0.109
H (-4.8103, 0.7888, 3.5638)  0.109
H (-5.9215, 2.9005, 3.8003)  0.120
H (-6.0037, 2.4589, 2.0968)  0.117
C (3.9337, -4.2058, 3.2119)  -0.104
C (3.3830, -3.3043, 2.1122)  -0.255
C (3.5327, -1.8110, 2.4136)  -0.187
C (4.9361, -1.3980, 2.5079)  -0.243
N (6.0371, -1.0936, 2.5896)  0.148
H (3.4886, -3.9788, 4.1827)  0.077
H (5.0143, -4.1276, 3.3364)  0.075
H (3.7299, -5.2489, 2.9647)  0.067
H (2.3454, -3.5450, 1.8796)  0.086
H (3.9264, -3.5144, 1.1870)  0.115
H (3.0706, -1.5406, 3.3660)  0.124
H (3.0572, -1.2202, 1.6288)  0.094
C (0.1711, -8.2183, 2.0425)  -0.104
C (-0.1197, -7.1817, 0.9470)  -0.261
C (-0.1013, -5.7523, 1.4670)  -0.186
C (-0.0960, -4.7426, 0.4080)  -0.208
N (-0.0731, -3.9276, -0.3952)  0.184
H (0.2260, -9.1953, 1.5657)  0.072
H (-0.6373, -8.2050, 2.7750)  0.077
H (1.1073, -8.0441, 2.5747)  0.069
H (-1.1334, -7.3873, 0.5872)  0.104
H (0.5050, -7.4144, 0.0832)  0.112
H (0.7900, -5.5889, 2.0781)  0.108
H (-1.0059, -5.5690, 2.0500)  0.111
C (5.7152, 4.7465, 0.9996)  -0.108
C (4.8158, 3.6796, 1.5971)  -0.250
C (4.6382, 2.4511, 0.6853)  -0.175
C (3.8180, 2.7222, -0.4834)  -0.218
N (3.1464, 2.9241, -1.3943)  0.179
H (5.9394, 5.5742, 1.6719)  0.072
H (5.3142, 5.1469, 0.0652)  0.074
H (6.6998, 4.3490, 0.7293)  0.078
H (3.8430, 4.1078, 1.8434)  0.092
H (5.2443, 3.3318, 2.5385)  0.111
H (4.1275, 1.6936, 1.2851)  0.109
H (5.6159, 2.0551, 0.4132)  0.126
C (3.0504, 1.4439, -4.7318)  -0.114
C (3.1004, 0.0128, -4.2353)  -0.250
C (4.1325, -0.2163, -3.1225)  -0.202
C (5.5119, 0.1031, -3.4837)  -0.228
N (6.5906, 0.3768, -3.7660)  0.141
H (3.1124, 2.1525, -3.9011)  0.045
H (2.1136, 1.6869, -5.2367)  0.072
H (3.8493, 1.7361, -5.4165)  0.075
H (3.3005, -0.6694, -5.0628)  0.111
H (2.1227, -0.2044, -3.8030)  0.090
H (4.0430, -1.2504, -2.7791)  0.115
H (3.8042, 0.3468, -2.2452)  0.085
C (-4.8839, 3.1719, -0.8747)  -0.109
C (-5.3272, 3.0299, -2.3383)  -0.244
C (-4.3153, 2.2581, -3.1862)  -0.207
C (-4.0333, 0.8923, -2.7446)  -0.236
N (-3.7790, -0.1834, -2.4283)  0.141
H (-3.8278, 3.4003, -0.7471)  0.038
H (-5.0538, 2.1923, -0.4318)  0.051
H (-5.4659, 3.9722, -0.4216)  0.071
H (-5.3882, 3.9971, -2.8447)  0.107
H (-6.3190, 2.5839, -2.4112)  0.109
H (-3.3609, 2.7869, -3.2365)  0.100
H (-4.6452, 2.2317, -4.2287)  0.117
C (1.1576, 5.1505, 0.7855)  -0.123
C (-0.0259, 6.0800, 1.0715)  -0.238
C (-1.3472, 5.3287, 1.3342)  -0.198
C (-1.1093, 4.2298, 2.2659)  -0.254
N (-0.8656, 3.3531, 2.9645)  0.171
H (0.9170, 4.4371, -0.0075)  0.059
H (1.3619, 4.5388, 1.6686)  0.057
H (2.0632, 5.6852, 0.5071)  0.070
H (-0.1223, 6.7699, 0.2327)  0.108
H (0.2332, 6.6920, 1.9380)  0.108
H (-1.7238, 4.9240, 0.3917)  0.097
H (-2.1344, 6.0044, 1.6641)  0.082

Forces on the atoms, in the same order (eV/Å):
0.215 -0.184 0.231
-0.410 -0.079 -0.656
-0.007 0.111 0.174
-0.209 -0.197 -0.306
0.169 -0.047 0.031
-0.123 0.015 -0.045
0.131 0.013 0.038
-0.074 0.001 0.155
0.300 0.122 0.187
-0.010 -0.015 0.179
0.017 0.180 0.264
-0.027 0.166 -0.314
0.597 -0.164 -0.149
-0.370 -0.072 0.211
-0.193 0.983 -0.250
0.087 -0.467 -0.193
0.094 0.058 0.073
0.144 0.174 0.043
-0.251 -0.092 0.061
-0.346 0.286 0.080
0.024 -0.003 -0.073
0.176 -0.174 -0.153
0.125 -0.354 0.233
0.119 -0.123 -0.019
-0.263 0.981 0.060
0.614 -0.862 0.023
0.004 0.542 0.409
-0.161 -0.502 -0.168
-0.091 0.263 0.033
-0.002 -0.157 -0.180
0.190 -0.380 -0.113
-0.271 -0.220 0.132
-0.236 0.209 0.129
-0.012 0.021 -0.036
-0.074 -0.030 -0.066
0.054 0.014 -0.064
-0.106 -0.140 0.040
0.544 -0.178 -0.207
-0.056 0.065 0.049
-0.334 -0.180 -0.078
0.324 0.146 0.000
-0.110 -0.059 -0.029
0.008 0.202 -0.146
-0.056 -0.004 0.112
-0.123 0.183 0.232
0.000 0.028 -0.017
-0.151 -0.068 -0.051
-0.002 0.045 0.042
-0.209 0.362 -0.204
-0.613 -1.029 -0.023
0.241 0.091 -0.287
0.105 -0.348 0.433
0.088 0.293 -0.369
-0.069 -0.124 0.225
0.053 -0.173 0.053
0.067 0.091 -0.109
0.015 0.095 -0.017
0.360 0.646 0.094
-0.103 0.093 0.109
0.137 -0.054 0.210
0.578 0.041 -0.529
0.173 0.248 0.090
-0.042 0.184 0.924
-0.003 0.009 -0.330
0.043 -0.008 0.121
-0.363 0.006 0.108
-0.168 0.085 0.121
-0.108 -0.225 0.078
-0.063 -0.074 -0.056
0.002 -0.092 -0.029
0.022 -0.172 -0.204
-0.057 -0.055 -0.231
0.057 0.967 -0.007
0.130 0.260 -0.152
-0.761 -0.331 0.302
-0.159 0.056 0.155
-0.033 -0.038 -0.025
-0.034 -0.132 0.095
-0.025 -0.278 -0.058
0.124 -0.347 0.024
-0.164 -0.100 0.048
0.043 -0.315 -0.061
0.397 -0.109 -0.225
0.381 0.382 -0.099
-0.431 -0.138 -0.720
0.724 0.429 -0.193
0.083 0.001 -0.496
0.077 -0.103 -0.043
-0.105 0.090 0.077
-0.006 0.082 -0.265
-0.130 0.184 0.490
-0.088 -0.250 0.396
-0.121 0.108 0.258
0.021 -0.110 0.079
0.017 -0.003 0.355
-0.146 -0.268 0.072
-0.409 -0.491 0.139
0.643 0.029 0.037
0.470 0.534 -0.667
-0.429 0.284 -0.134
0.037 -0.205 0.175
0.046 0.152 -0.162
0.157 0.104 0.024
-0.031 0.097 -0.004
-0.371 -0.036 -0.006
-0.147 0.024 0.062
0.096 -0.289 0.059
0.131 -0.188 0.384

Computed properties:
* structure (SMILES): CCCC#N.CCCC#N.CCCC#N.CCCC#N.CCCC#N.CCCC#N.CCCC#N.CCCC#N.CCCC#N
* frontier orbital gap: 0.425 Eh
* molecular weight: 622.0 g/mol
* spin multiplicity: 1
* DFT total energy: -1902.2764 a.u.
* ΔE to the lowest compared entry with this formula, charge and spin: 10.17 kcal/mol

Q: What is the formula in the second record?
A: C36H63N9

Q: Among the records above, which one has the lowest DFT total energy?
A: C30H44N5OPRu